No. 1
C46H53Cl3N5OS3Si2W as an isolated structure, computed with ωB97M-V/def2-TZVPD.

Structure (ORCA input):
```
! wB97M-V def2-TZVPD RIJCOSX def2/J DEFGRID3
* xyz 3 1
W 0.054 1.190 -0.305
Cl 3.563 3.112 4.405
Cl 0.745 3.214 7.103
Cl 7.212 0.134 1.855
S -1.494 1.435 7.908
S -0.368 -1.036 -0.810
S -2.229 1.539 -0.760
Si 3.135 1.112 -0.533
Si 1.680 0.168 -3.361
O 2.804 -0.210 6.744
N 0.306 2.997 -1.387
N -2.687 -2.366 -0.694
N -4.111 -0.155 -1.598
N 0.204 0.969 1.751
N 0.690 0.450 3.810
C -6.159 0.194 -6.115
C -4.436 0.693 -4.518
C -4.955 0.974 -2.087
C 0.117 -0.454 8.503
C -5.389 0.707 -3.501
C -7.110 0.216 -5.106
C 4.207 -0.838 4.276
C -4.159 -2.442 -0.763
C 0.949 0.627 8.076
C 2.090 3.635 -2.812
C -2.153 -4.472 -1.801
C -0.112 1.571 3.871
C -1.656 -3.987 -3.010
C 4.749 1.603 -1.306
C -6.725 0.468 -3.796
C -2.815 -5.692 -1.762
C 1.427 2.672 -2.068
C 5.842 0.228 2.899
C -0.032 0.293 -4.123
C -2.932 -0.009 -1.087
C 2.437 0.518 7.932
C 4.196 1.533 4.033
C -4.821 0.433 -5.822
C -2.974 -6.431 -2.928
C 0.882 0.131 2.545
C 1.561 4.917 -2.835
C 1.230 -0.270 4.971
C -1.825 -4.721 -4.172
C -0.223 4.233 -1.413
C 2.171 -1.608 -3.049
C 2.463 0.447 5.543
C 5.306 -0.935 3.441
C -0.431 1.888 2.595
C 0.191 1.708 7.729
C 2.709 2.432 0.774
C 3.291 -0.591 0.233
C -1.980 -3.664 -0.540
C 2.898 0.902 -4.566
C -4.656 -1.509 -1.831
C -2.484 -5.945 -4.129
C 3.623 0.393 4.580
C -1.207 -0.160 8.466
C -2.100 -1.224 -0.829
C 1.658 1.230 -1.749
C 5.303 1.467 3.198
C 0.390 5.225 -2.137
H -6.461 0.001 -7.136
H 4.721 2.591 -1.767
H -2.036 -0.781 8.767
H 5.762 -1.891 3.228
H 1.477 -0.705 2.216
H -5.741 -1.439 -1.807
H -0.064 -0.287 -5.049
H -2.607 -6.522 -5.036
H 2.878 2.077 1.789
H 5.508 1.628 -0.516
H 3.997 -1.193 -0.343
H 3.406 3.259 0.604
H 1.375 -2.231 -2.644
H 2.360 -1.162 0.287
H -5.807 1.047 -1.408
H 3.039 -1.702 -2.396
H -0.266 1.328 -4.386
H -8.152 0.044 -5.338
H -0.828 -0.081 -3.474
H 2.903 1.505 7.913
H -4.423 -3.467 -1.015
H 5.750 2.371 2.810
H -3.394 0.904 -4.293
H 0.449 -0.318 5.725
H -7.472 0.498 -3.011
H 3.818 -1.736 4.742
H -0.026 6.222 -2.157
H 2.456 -2.037 -4.013
H 0.510 -1.402 8.845
H 3.710 -0.501 1.241
H 2.614 1.891 -4.925
H 1.479 -1.283 4.657
H -0.938 -3.458 -0.311
H -4.367 1.884 -2.004
H 1.728 2.925 0.771
H -1.133 4.400 -0.849
H -4.085 0.432 -6.615
H -0.396 2.017 4.811
H 2.200 1.490 5.733
H 2.998 3.396 -3.345
H 3.912 0.953 -4.166
H 2.063 5.692 -3.400
H -4.561 -2.202 0.224
H -3.480 -7.387 -2.894
H -1.123 -3.040 -3.045
H -1.433 -4.350 -5.109
H -2.437 -4.164 0.314
H -3.193 -6.079 -0.823
H -4.362 -1.834 -2.831
H 2.934 0.251 -5.443
H -1.064 2.678 2.228
H 2.862 -0.050 8.756
H 5.077 0.877 -2.050
*
```

Summary:
Energy above the lowest of the compared OMol25 structures with the same formula, charge and spin (kJ/mol): 0.00

No. 2
C46H54Cl5N3O7SSn as an isolated structure in a non-equilibrium geometry, computed with ωB97M-V/def2-TZVPD.

Structure (ORCA input):
```
! wB97M-V def2-TZVPD RIJCOSX def2/J DEFGRID3
* xyz 2 1
Sn 0.824 -0.472 -0.019
Cl 1.545 4.613 -1.337
Cl -0.856 3.481 -2.504
Cl 6.154 -5.363 0.033
Cl 9.326 -8.180 -3.278
Cl 8.074 -2.435 -4.598
S 9.341 -2.148 -1.848
O -0.958 0.441 3.347
O 0.889 0.823 -1.608
O -1.259 -1.070 -0.902
O -3.236 -2.644 3.203
O -3.152 -2.804 2.070
O 5.014 -3.231 -3.407
O 1.231 2.126 0.100
N -1.303 1.104 0.678
N 1.265 -2.121 -1.683
N 2.320 -3.778 -2.655
C 7.948 -2.254 -2.838
C 1.538 -1.753 -3.010
C -0.577 2.237 5.588
C 5.444 -2.105 -2.710
C -1.675 6.657 3.101
C 7.687 -6.561 -1.810
C -1.166 2.157 1.606
C -6.289 2.764 1.050
C 0.810 1.533 5.579
C -1.651 1.179 6.063
C -1.397 3.400 1.308
C -3.633 -2.304 -2.146
C 6.818 -2.078 -2.111
C -3.675 -1.044 -1.206
C -0.819 2.707 4.085
C -0.966 5.834 1.982
C -0.917 1.610 3.078
C 7.373 -6.463 -4.218
C 5.805 -5.302 -2.691
C -7.188 0.294 0.729
C 3.293 -4.793 -2.766
C 6.617 -5.660 -1.629
C -0.598 3.471 6.562
C -6.794 1.930 -1.239
C 1.059 2.030 -1.069
C 2.171 -2.805 -3.593
C 6.336 -5.590 -4.010
C -4.908 0.788 0.000
C -5.042 -2.570 -2.698
C -0.668 3.989 3.707
C -2.429 0.686 0.239
C -0.946 4.336 2.340
C -6.246 1.490 0.161
C 0.512 6.264 1.922
C 4.730 -4.297 -2.526
C -4.779 -0.394 -0.885
C -3.217 -3.574 -1.385
C 1.856 -3.272 -1.484
C 8.401 -1.716 -0.490
C -3.718 1.224 0.586
C -2.640 -2.119 -3.350
C 8.038 -6.948 -3.126
C 0.905 3.201 -2.080
C -1.679 6.074 0.629
C -2.408 -0.589 -0.624
C 7.069 -1.747 -0.752
H -1.614 1.154 7.206
H -1.879 7.094 0.383
H -5.772 3.573 0.444
H -2.755 6.409 2.967
H 5.374 -1.239 -3.429
H -6.108 2.702 -1.616
H -2.346 -3.419 -0.854
H 1.074 1.329 6.574
H -8.188 0.737 0.662
H 0.800 0.548 5.066
H -1.502 4.111 6.420
H 0.269 4.110 6.394
H -5.704 2.644 1.970
H -0.602 4.756 4.544
H 1.066 5.571 1.312
H 0.753 7.242 1.451
H -6.998 1.119 -1.948
H -1.708 3.842 0.391
H -7.046 -0.055 1.736
H -2.948 -4.356 -2.118
H -2.654 1.515 5.817
H 4.707 -3.946 -1.455
H -1.276 6.587 4.167
H -4.978 -3.391 -3.423
H -0.902 5.704 -0.086
H 1.359 2.932 -3.033
H -3.925 -4.059 -0.737
H -5.495 -1.745 -3.289
H 1.238 -0.798 -3.423
H 1.606 2.203 5.230
H 7.670 -6.727 -5.187
H 5.859 -5.051 -4.847
H -7.340 3.044 1.318
H 3.208 -5.265 -3.748
H 8.283 -6.943 -0.968
H 4.874 -1.810 -1.841
H -7.755 2.467 -1.138
H -3.744 2.068 1.269
H -5.759 -0.632 -1.355
H -5.679 -2.802 -1.850
H -1.618 -2.280 -3.063
H -1.702 7.700 2.885
H -2.898 -2.739 -4.220
H -7.162 -0.574 0.115
H -1.599 0.254 5.540
H 2.497 -2.962 -4.638
H 8.927 -1.630 0.430
H -2.730 -1.137 -3.847
H -0.526 3.140 7.582
H 0.937 6.260 2.924
H 1.995 -3.831 -0.601
H 6.296 -1.629 -0.032
H 3.101 -5.601 -2.049
H -2.584 5.544 0.536
*
```

Summary:
Energy above the lowest of the compared OMol25 structures with the same formula, charge and spin (kJ/mol): 178.53

No. 3
C46H55BaN9O4PS5Si as an isolated structure, computed with ωB97M-V/def2-TZVPD.

Structure (ORCA input):
```
! wB97M-V def2-TZVPD RIJCOSX def2/J DEFGRID3
* xyz -1 1
Ba 0.738 0.104 1.668
S 2.012 -4.886 0.916
S 7.607 1.296 -0.934
S -4.060 -0.110 1.364
S -1.507 -2.250 5.913
S 1.062 -2.640 -0.862
P -2.973 -1.470 -2.127
Si 1.794 2.402 4.571
O 2.361 2.612 -1.924
O 1.848 1.642 3.171
O 0.196 2.257 0.043
O -1.869 -0.767 -1.422
N -0.499 -0.536 3.941
N -1.126 2.839 -1.708
N 1.810 -2.438 1.714
N 6.834 1.526 -5.432
N -1.610 -1.877 1.295
N -4.137 -1.291 3.754
N -2.540 -2.070 2.339
N -1.328 3.887 0.361
N 3.323 0.480 0.349
C 5.942 0.947 -0.399
C 3.961 1.572 0.761
C -1.076 -1.839 -4.050
C -2.452 -1.840 -3.827
C 7.288 1.382 -2.683
C -3.697 -5.386 0.112
C -2.257 5.015 -1.557
C -5.712 -1.024 -2.651
C -6.830 -0.205 -2.714
C -4.458 -3.180 -0.471
C 2.439 -4.541 2.569
C 6.302 2.215 -3.197
C 8.039 0.623 -3.567
C -0.861 -1.226 4.808
C 6.112 2.240 -4.568
C -2.070 3.739 -2.352
C 5.273 1.853 0.404
C -1.445 -2.416 -6.354
C 3.068 3.805 4.623
C -2.817 -2.414 -6.137
C -6.734 1.130 -2.344
C 3.157 -4.846 4.821
C -1.034 3.936 1.784
C 5.301 -0.223 -0.786
C -0.576 -2.131 -5.312
C 2.545 -2.635 4.056
C 2.885 -5.388 3.574
C -4.609 -4.349 0.259
C -2.470 4.646 -0.102
C 7.778 0.740 -4.926
C 1.617 -3.178 0.651
C 0.105 3.181 4.956
C -2.480 -4.097 -1.509
C -5.523 1.645 -1.903
C -4.404 0.829 -1.842
C -0.721 2.957 -0.420
C -3.320 -2.130 -4.876
C -2.632 -5.260 -0.770
C -0.545 1.825 -2.576
C -3.536 -1.201 2.539
C -3.394 -3.054 -1.362
C 3.989 -0.413 -0.388
C 2.181 1.241 6.011
C -4.493 -0.504 -2.224
C 2.985 -3.482 5.057
C 2.268 -3.167 2.797
H -3.457 1.192 -1.460
H -5.422 -4.436 0.967
H -0.839 4.967 2.084
H -1.694 3.958 -3.355
H -1.368 5.645 -1.637
H -3.106 5.575 -1.950
H 0.494 -2.136 -5.475
H -3.806 -6.288 0.700
H -0.410 -1.613 -3.226
H 3.432 -1.296 -0.683
H 4.075 3.408 4.471
H -1.879 3.557 2.365
H 3.059 4.345 5.573
H -2.066 -1.331 0.562
H -5.800 -2.073 -2.904
H -3.402 4.080 0.028
H 1.734 2.479 -1.198
H 2.869 4.526 3.826
H -5.133 -2.350 -0.306
H -1.338 1.416 -3.206
H -1.417 -2.788 0.877
H -1.055 -2.639 -7.339
H -5.458 2.678 -1.585
H 1.433 0.446 6.062
H 0.077 4.251 4.733
H 8.351 0.159 -5.638
H 5.803 -0.963 -1.394
H -2.544 5.541 0.519
H -2.123 -2.482 3.168
H 5.680 2.814 -2.545
H -0.157 1.005 -1.978
H -0.681 2.685 4.385
H -7.610 1.765 -2.382
H 0.243 2.253 -3.196
H 5.748 2.767 0.729
H -1.903 -6.054 -0.866
H -7.779 -0.612 -3.038
H -3.496 -2.632 -6.951
H 8.807 -0.047 -3.207
H -0.156 3.335 2.008
H 3.390 2.239 1.397
H 3.012 -6.447 3.390
H -4.390 -2.124 -4.720
H 3.187 -3.080 6.041
H 3.498 -5.491 5.620
H -4.773 -0.535 3.948
H -3.582 -1.628 4.541
H -0.143 3.058 6.013
H 3.162 0.777 5.880
H -3.034 3.233 -2.479
H 2.394 -1.579 4.244
H 2.183 1.764 6.972
H -1.621 -3.985 -2.159
H 5.340 2.869 -4.993
H 2.647 1.721 -2.139
*
```

Summary:
Energy above the lowest of the compared OMol25 structures with the same formula, charge and spin (kJ/mol): 7.38

No. 4
C46H56BrFGaNO2PSi as an isolated structure, computed with ωB97M-V/def2-TZVPD.

Structure (ORCA input):
```
! wB97M-V def2-TZVPD RIJCOSX def2/J DEFGRID3
* xyz -1 1
Br 1.428 2.825 3.954
Ga 0.646 0.348 0.130
P -1.834 -2.603 -0.886
Si 1.697 2.260 -1.258
F 2.298 -0.955 7.059
O -3.393 1.317 0.225
O -1.284 0.725 -0.113
N -0.638 1.975 2.336
C -0.088 -4.800 -0.571
C -3.300 -1.384 -5.095
C -2.967 2.261 2.750
C 4.261 2.663 -2.675
C 2.248 -1.243 3.449
C -3.934 -5.473 1.132
C -0.301 1.563 -3.205
C -2.949 -4.020 -0.517
C -4.551 -5.720 -1.170
C -2.289 -2.257 -2.634
C 0.939 -1.197 -1.293
C -3.694 -4.676 -1.494
C 0.970 3.611 -3.770
C 2.229 3.848 -0.230
C 0.080 -0.621 4.214
C 1.845 -0.943 5.774
C 0.525 -0.637 5.529
C -0.718 3.647 -1.965
C -1.729 -2.742 -3.826
C 2.615 5.100 -1.031
C -4.667 -6.126 0.149
C -2.688 2.821 3.984
C 0.388 2.796 -2.603
C -0.392 2.540 3.497
C 4.111 0.706 -1.157
C 0.948 -2.636 -0.963
C -2.221 1.248 0.581
C -0.611 -3.750 -3.871
C 0.927 -0.906 3.140
C -0.212 -3.440 -0.847
C -2.317 -3.727 1.919
C -2.249 -2.285 -5.037
C -3.082 -4.419 0.823
C 3.317 1.567 -2.159
C -1.369 2.973 4.379
C -3.341 -1.338 -2.706
C 3.022 0.691 -3.392
C 2.719 -1.252 4.753
C 3.413 3.476 0.675
C 1.148 -5.397 -0.383
C 1.077 4.282 0.686
C 2.292 -4.615 -0.473
C 0.435 -0.941 1.742
C -3.857 -0.910 -3.918
C -1.907 1.841 1.955
C 2.185 -3.267 -0.762
H 4.725 3.233 -1.873
H -5.325 -6.943 0.417
H -0.964 -0.410 4.015
H -2.646 -4.075 2.898
H 2.922 -1.496 2.637
H -3.608 -4.363 -2.528
H 2.341 -0.134 -3.202
H 3.581 4.275 1.407
H 2.838 5.914 -0.328
H 1.216 -6.456 -0.169
H 0.316 -3.341 -3.466
H -0.139 -0.420 6.356
H -1.098 3.418 5.325
H -0.656 -0.997 1.728
H 1.662 3.035 -4.378
H -1.126 3.186 -1.064
H 0.815 -1.835 1.250
H 3.084 -2.663 -0.841
H -3.488 3.158 4.631
H 0.401 0.869 -3.666
H 4.339 3.351 0.115
H -3.745 -0.926 -1.788
H -0.883 1.025 -2.458
H 3.745 -1.509 4.984
H -1.817 -2.659 -5.959
H 4.913 0.168 -1.678
H 5.072 2.194 -3.247
H -0.848 -4.640 -3.287
H -0.981 -5.411 -0.504
H -4.662 -0.186 -3.934
H -0.426 -4.053 -4.902
H -0.371 4.650 -1.714
H -1.545 3.755 -2.676
H 0.550 3.431 1.099
H -4.029 -5.783 2.166
H -5.120 -6.212 -1.949
H 1.797 5.444 -1.663
H 3.756 3.362 -3.342
H 3.269 -5.059 -0.323
H -1.241 -3.907 1.836
H 2.610 1.269 -4.216
H 4.576 1.314 -0.381
H -3.669 -1.044 -6.055
H 3.968 0.260 -3.746
H -3.971 2.134 2.375
H 0.193 -0.935 -2.050
H 1.467 4.877 1.520
H -2.456 -2.645 1.866
H 3.227 2.554 1.232
H 3.488 -0.034 -0.656
H 3.495 4.963 -1.657
H 1.485 4.515 -3.446
H 0.349 4.897 0.158
H 1.919 -0.939 -1.677
H -0.999 1.887 -3.986
H 0.147 3.920 -4.427
*
```

Summary:
Energy above the lowest of the compared OMol25 structures with the same formula, charge and spin (kJ/mol): 0.00